(1)
# CH2N2O2

2 unconnected molecules or ions with the total composition CH2N2O2 in a non-equilibrium geometry (the ωB97M-V functional and the def2-TZVPD basis, the Open Molecules 2025 dataset).

XYZ file:
```
7
Properties=species:S:1:pos:R:3:forces:R:3
C 1.319 -0.896 -0.070 -1.5 -0.6 0.1
N -1.076 0.311 -0.140 -1.6 0.0 0.2
N -0.211 1.071 0.015 3.3 4.9 0.5
O 0.214 -1.324 0.006 2.5 -1.3 -0.1
O -2.254 0.189 -0.023 -1.5 -0.2 -0.1
H 2.250 -1.514 -0.060 -0.2 0.0 0.1
H -0.241 2.162 0.272 -0.9 -2.8 -0.6
```
Positions in Å, forces in eV/Å.

Maximum force   5.922 eV/Å
HOMO (alpha / beta)   -8.3 / -8.6 eV
Charge   0
Gap between HOMO and LUMO (alpha / beta)   7.900 / 8.525 eV
DFT total energy   -299.05679 a.u.
Energy above the lowest of the compared OMol25 structures with the same formula, charge and spin   7.621 eV



(2)
# C9H19NORb

A molecular structure, C9H19NORb in a non-equilibrium geometry (the ωB97M-V functional and the def2-TZVPD basis, the Open Molecules 2025 dataset).

XYZ file:
```
31
Properties=species:S:1:pos:R:3:forces:R:3
Rb 0.374 0.009 4.257 0.0 0.2 -0.3
C 1.712 1.946 0.348 0.5 0.2 1.1
C 0.612 1.103 -0.369 0.2 1.9 1.2
C 1.423 0.196 -1.264 -1.3 0.7 -2.2
C 0.473 -0.805 -1.905 0.1 -0.5 0.0
C 0.080 -1.712 -0.765 0.4 -0.7 -0.4
C -0.597 -1.026 0.433 -2.0 -1.2 -0.4
N -0.002 0.291 0.677 0.3 -1.2 0.8
O -0.776 1.005 1.628 0.7 0.0 0.4
C -2.144 -0.969 0.199 0.4 0.5 0.4
C -0.367 -1.968 1.654 1.3 1.3 0.4
C -0.436 2.050 -1.082 1.1 -0.3 0.1
H 2.438 1.276 0.810 0.0 -0.5 -0.3
H 1.434 2.515 1.235 -0.9 0.3 -0.2
H 2.351 2.625 -0.216 -0.5 0.0 -0.7
H 1.786 0.808 -2.090 0.4 0.3 0.2
H 2.280 -0.208 -0.724 -0.3 -0.4 -0.1
H 0.889 -1.340 -2.759 0.6 -0.4 0.4
H -0.386 -0.382 -2.427 -0.2 0.7 0.5
H 1.024 -2.146 -0.435 0.1 -0.1 0.3
H -0.484 -2.567 -1.139 -0.5 0.1 0.4
H -2.620 -1.948 0.233 0.4 -0.2 -0.6
H -2.649 -0.465 1.023 0.2 0.3 0.1
H -2.368 -0.413 -0.711 -0.2 -0.3 -0.1
H 0.678 -1.766 1.892 0.5 -0.5 -0.1
H -0.843 -1.638 2.577 -0.9 -0.1 -0.3
H -0.481 -3.045 1.539 -0.3 0.2 -0.4
H -0.729 2.894 -0.458 0.1 -0.1 0.3
H -1.357 1.577 -1.421 0.2 -0.3 -0.1
H 0.086 2.522 -1.915 -0.2 -0.1 -0.2
H -1.398 1.580 1.176 -0.3 0.1 -0.4
```
Positions in Å, forces in eV/Å.

Maximum force   2.633 eV/Å
HOMO   -11.7 eV
Charge   +1
Gap between HOMO and LUMO   8.139 eV
DFT total energy   -508.14532 a.u.
Energy above the lowest of the compared OMol25 structures with the same formula, charge and spin   0.858 eV



> maximum force of number 1 (CH2N2O2)?

5.922 eV/Å



> What is the energy above the lowest of the compared OMol25 structures with the same formula, charge and spin in the second record?

0.858 eV



Please write out number 2 again, unchanged.
# C9H19NORb

A molecular structure, C9H19NORb in a non-equilibrium geometry (the ωB97M-V functional and the def2-TZVPD basis, the Open Molecules 2025 dataset).

XYZ file:
```
31
Properties=species:S:1:pos:R:3:forces:R:3
Rb 0.374 0.009 4.257 0.0 0.2 -0.3
C 1.712 1.946 0.348 0.5 0.2 1.1
C 0.612 1.103 -0.369 0.2 1.9 1.2
C 1.423 0.196 -1.264 -1.3 0.7 -2.2
C 0.473 -0.805 -1.905 0.1 -0.5 0.0
C 0.080 -1.712 -0.765 0.4 -0.7 -0.4
C -0.597 -1.026 0.433 -2.0 -1.2 -0.4
N -0.002 0.291 0.677 0.3 -1.2 0.8
O -0.776 1.005 1.628 0.7 0.0 0.4
C -2.144 -0.969 0.199 0.4 0.5 0.4
C -0.367 -1.968 1.654 1.3 1.3 0.4
C -0.436 2.050 -1.082 1.1 -0.3 0.1
H 2.438 1.276 0.810 0.0 -0.5 -0.3
H 1.434 2.515 1.235 -0.9 0.3 -0.2
H 2.351 2.625 -0.216 -0.5 0.0 -0.7
H 1.786 0.808 -2.090 0.4 0.3 0.2
H 2.280 -0.208 -0.724 -0.3 -0.4 -0.1
H 0.889 -1.340 -2.759 0.6 -0.4 0.4
H -0.386 -0.382 -2.427 -0.2 0.7 0.5
H 1.024 -2.146 -0.435 0.1 -0.1 0.3
H -0.484 -2.567 -1.139 -0.5 0.1 0.4
H -2.620 -1.948 0.233 0.4 -0.2 -0.6
H -2.649 -0.465 1.023 0.2 0.3 0.1
H -2.368 -0.413 -0.711 -0.2 -0.3 -0.1
H 0.678 -1.766 1.892 0.5 -0.5 -0.1
H -0.843 -1.638 2.577 -0.9 -0.1 -0.3
H -0.481 -3.045 1.539 -0.3 0.2 -0.4
H -0.729 2.894 -0.458 0.1 -0.1 0.3
H -1.357 1.577 -1.421 0.2 -0.3 -0.1
H 0.086 2.522 -1.915 -0.2 -0.1 -0.2
H -1.398 1.580 1.176 -0.3 0.1 -0.4
```
Positions in Å, forces in eV/Å.

Maximum force   2.633 eV/Å
HOMO   -11.7 eV
Charge   +1
Gap between HOMO and LUMO   8.139 eV
DFT total energy   -508.14532 a.u.
Energy above the lowest of the compared OMol25 structures with the same formula, charge and spin   0.858 eV